Entry 1:
Molecular formula: C5H20N6O5
Method: DFT, ωB97M-V/def2-TZVPD

Atoms and positions in Å:
N -0.5001 -2.8055 -2.8620
C -1.1688 -3.8249 -3.3228
N -0.5307 -4.8618 -2.9622
O -2.1835 -3.8030 -4.0582
H 0.2506 -2.9066 -2.1939
H -0.9101 -1.9512 -3.2118
H 0.3588 -4.6887 -2.5162
H -1.0014 -5.7254 -3.1918
N -0.7907 1.4791 -4.2143
C -1.6835 1.2535 -3.3462
N -2.8585 1.7437 -3.6013
O -1.4574 0.6708 -2.3335
H -0.9480 2.1760 -4.9283
H 0.1282 1.1373 -3.9715
H -3.0695 2.4176 -4.3234
H -3.4260 1.4257 -2.8287
N 2.8759 -0.8172 4.1360
C 1.8588 -0.3256 3.5732
N 2.0942 -0.1374 2.2595
O 0.7839 -0.4486 4.1267
H 3.5314 -1.2066 3.4737
H 2.8944 -1.0186 5.1255
H 2.9995 0.0539 1.8546
H 1.3103 -0.0001 1.6376
C 0.0163 1.0287 0.3345
O -0.6937 -0.0782 0.0919
H 0.1757 1.2853 1.3818
H 0.9638 0.8551 -0.1756
H -0.3946 1.9230 -0.1341
H -0.8033 -0.2570 -0.8449
C 0.3482 3.0334 4.1708
O 0.8635 3.2316 5.4793
H 0.6602 2.1014 3.6995
H -0.7093 2.7820 4.2519
H 0.2330 3.8501 3.4582
H 0.7822 2.4080 5.9658

Cartesian forces, eV/Å:
N -0.032 4.690 -0.041
C -3.351 1.156 -2.865
N 1.235 -5.633 0.876
O 1.317 0.267 1.290
H -0.506 0.735 -0.238
H 0.732 0.616 0.794
H -0.339 -1.406 -0.147
H 0.907 -0.346 0.382
N 4.554 0.919 -3.985
C -0.921 0.533 0.669
N -3.259 0.579 0.295
O 0.600 -2.621 3.194
H 0.517 -0.401 -0.008
H -0.015 0.434 -0.452
H -0.328 -0.386 0.455
H -1.110 0.872 -0.508
N 6.522 -1.648 2.740
C -3.761 -1.478 -1.498
N -0.850 1.118 -2.268
O -2.010 1.926 -0.032
H 0.499 -0.061 1.006
H -0.057 -0.155 -0.462
H -0.198 0.066 0.475
H 0.309 -0.138 0.406
C 1.432 2.041 -1.333
O -2.001 -2.834 1.193
H -0.376 -0.401 0.047
H 0.920 0.724 0.289
H -0.281 0.288 -0.065
H -0.115 0.567 -0.169
C -2.200 -1.638 0.055
O 0.548 0.904 -0.647
H 0.943 0.295 -0.183
H -0.557 -0.025 0.367
H 1.342 0.560 0.578
H -0.109 -0.117 -0.209

Lowest unoccupied orbital energy ... 0.3 eV
Relative energy (zero: lowest compared OMol25 entry of this formula, charge and spin) ... 82.8 kcal/mol
Kohn-Sham gap ... 9.75 eV
SMILES string ... NC(N)=O.NC(N)=O.NC(N)=O.CO.CO

Entry 2:
Molecular formula: C5H9NO2
Method: DFT, ωB97M-V/def2-TZVPD

Atoms and positions in Å:
C 1.1429 -1.7648 -0.4395
C -0.3207 0.0940 -0.0281
C -0.2072 1.2639 0.5134
C 0.8891 2.3422 0.5932
C -1.5837 -0.4162 0.3240
H 0.1187 -2.8059 -1.2587
H 2.4463 -1.5467 -1.0364
H 1.2127 -1.9279 0.8956
H -0.9703 1.8401 1.1076
H 1.5221 2.0771 1.5529
H 0.7876 3.6689 0.7135
H 1.4328 2.2751 -0.5731
H -2.0904 0.1071 1.1628
H -0.9238 -1.5281 -1.4680
N -2.4343 -1.3034 -0.1962
O 0.7781 -0.3262 -0.7357
O -1.8001 -2.0493 -1.1272

Cartesian forces, eV/Å:
C 2.335 0.879 -0.822
C 1.963 0.641 -0.054
C -0.046 7.444 3.121
C 3.218 1.305 -2.536
C -6.155 -3.134 0.282
H 3.233 2.563 2.572
H -4.124 -1.748 2.067
H -0.362 0.247 -4.433
H -0.289 -1.929 -0.731
H -0.554 0.448 -2.329
H -0.895 -4.384 -0.318
H -0.564 0.185 3.835
H 0.588 -0.276 -0.857
H -2.986 -1.640 0.949
N 3.342 2.277 2.060
O -1.048 -3.542 0.256
O 2.343 0.664 -3.062

Lowest unoccupied orbital energy ... 0.1 eV
Relative energy (zero: lowest compared OMol25 entry of this formula, charge and spin) ... 267.9 kcal/mol
Kohn-Sham gap ... 8.68 eV

Entry 3:
Molecular formula: C2H3ClNO3S
Method: DFT, ωB97M-V/def2-TZVPD

Atoms and positions in Å:
H -1.8028 0.2081 -1.9783
N -1.7737 -0.2920 -1.0686
C -1.1650 0.2721 -0.1687
Cl -0.8442 2.0160 -0.0383
C -0.3242 -0.3923 0.9132
S 1.3066 -0.1206 0.0147
O 2.0445 0.8711 0.7776
O 1.9397 -1.4588 0.0311
O 1.0099 0.2994 -1.3166
H -0.1991 -1.4767 1.0535
H -0.1917 0.0738 1.7804

Cartesian forces, eV/Å:
H -0.527 0.029 1.143
N -0.464 -0.807 -2.163
C 0.775 -0.206 2.497
Cl -0.701 0.717 -0.171
C 0.595 -1.726 -4.424
S 2.990 -1.909 0.921
O -0.269 0.123 0.494
O -0.766 0.760 0.437
O -0.483 0.435 -1.677
H -1.201 0.310 -0.513
H 0.051 2.275 3.457

Net charge ... -1
Lowest unoccupied orbital energy ... 3.6 eV
Relative energy (zero: lowest compared OMol25 entry of this formula, charge and spin) ... 8.7 kcal/mol
Kohn-Sham gap ... 8.61 eV
SMILES string ... [H]/N=C(\Cl)CS(=O)(=O)[O-]

Entry 4:
Molecular formula: CH2O3
Method: DFT, ωB97M-V/def2-TZVPD

Atoms and positions in Å:
O 1.2577 -2.9416 -0.3378
C 0.7989 -2.5877 -1.3129
O 0.1670 -2.2016 -2.2099
O 0.5338 -0.0422 0.3557
H 0.1591 -0.9602 0.1787
H 0.8437 0.1267 -0.5535

Cartesian forces, eV/Å:
O 1.729 -1.026 1.992
C -2.255 0.730 -1.843
O 0.634 -0.021 -0.331
O -0.573 -2.028 -1.446
H 0.443 1.797 1.082
H 0.022 0.547 0.546

Lowest unoccupied orbital energy ... 0.2 eV
Relative energy (zero: lowest compared OMol25 entry of this formula, charge and spin) ... 5.9 kcal/mol
Kohn-Sham gap ... 11.89 eV
SMILES string ... O=C=O.O